(1)
This record from OMol25 describes an isolated molecule of C4H10S at a distorted geometry. The level of theory is wB97M-V/def2-TZVPD.

Its HOMO energy is -8.484 eV. The charge is 0. The SMILES is CSC(C)C. Its spin multiplicity is 1. The value obtained for the gap between HOMO and LUMO is 9.56 eV.

Last column: natural (NBO) charge in e.
CARTESIAN COORDINATES (ANGSTROEM)
C (-2.0887, 0.3219, 0.2985)  -0.75
S (-0.7131, -0.6780, -0.3380)  0.20
C (0.6671, 0.1261, 0.4352)  -0.35
C (1.9225, -0.7974, 0.1568)  -0.61
C (0.9717, 1.4702, -0.2360)  -0.63
H (-1.9909, 1.3878, 0.1102)  0.21
H (-2.9587, -0.0133, -0.3161)  0.23
H (-2.2631, 0.0705, 1.3305)  0.21
H (0.3912, 0.2095, 1.5019)  0.21
H (1.8871, -1.6798, 0.7946)  0.21
H (2.8674, -0.3349, 0.1479)  0.21
H (1.7446, -1.1053, -0.8555)  0.21
H (0.0337, 2.0260, -0.2699)  0.20
H (1.6609, 2.0244, 0.3294)  0.21
H (1.2017, 1.5390, -1.2916)  0.22



(2)
This record from OMol25 describes a cluster of 2 separate species, C4H10S in total at a distorted geometry. The level of theory is wB97M-V/def2-TZVPD.

Its HOMO energy is -8.300 eV. The charge is 0. The SMILES is C=C.CSC. Its spin multiplicity is 1. The value obtained for the gap between HOMO and LUMO is 9.17 eV.

Last column: natural (NBO) charge in e.
CARTESIAN COORDINATES (ANGSTROEM)
C (-3.2539, -1.6545, -1.0618)  -0.39
C (-3.7422, -1.6318, -2.3183)  -0.39
H (-3.9341, -1.6577, -0.1931)  0.19
H (-2.1955, -1.6650, -0.8308)  0.20
H (-4.6142, -1.1414, -2.7297)  0.20
H (-3.1937, -2.2535, -3.0447)  0.19
C (1.2127, 0.3606, 1.8129)  -0.74
S (2.2151, 1.8965, 1.8193)  0.17
C (3.4141, 1.8576, 0.5351)  -0.78
H (1.4695, -0.4111, 1.0704)  0.22
H (1.1250, 0.0178, 2.8301)  0.23
H (0.3332, 0.7996, 1.3901)  0.22
H (4.5347, 1.5569, 0.8390)  0.21
H (3.5413, 2.8436, 0.0884)  0.23
H (3.0879, 1.0824, -0.2070)  0.22



(3)
This record from OMol25 describes a cluster of 2 separate species, C4H10S in total at a distorted geometry. The level of theory is wB97M-V/def2-TZVPD.

Its HOMO energy is -9.069 eV. The charge is 0. The SMILES is C=CC.CS. Its spin multiplicity is 1. The value obtained for the gap between HOMO and LUMO is 10.04 eV.

Last column: natural (NBO) charge in e.
CARTESIAN COORDINATES (ANGSTROEM)
C (0.5834, -0.5822, -1.9293)  -0.43
C (1.3661, -0.4512, -0.8594)  -0.16
C (1.3799, 0.6054, 0.2117)  -0.66
H (0.6663, -1.3643, -2.6577)  0.21
H (-0.2683, 0.0878, -1.8759)  0.19
H (2.1431, -1.2149, -0.6695)  0.19
H (0.7121, 1.4573, 0.1062)  0.22
H (1.2735, 0.1015, 1.1711)  0.21
H (2.4266, 0.9399, 0.1644)  0.23
C (-1.9927, 0.2608, 0.6013)  -0.70
S (-1.8720, -0.3696, 2.3812)  -0.08
H (-2.7499, -0.3070, 0.0609)  0.23
H (-2.0501, 1.3295, 0.7351)  0.22
H (-1.0527, -0.0767, 0.1644)  0.23
H (-0.5654, -0.4162, 2.3953)  0.11



(4)
This record from OMol25 describes a cluster of 2 separate species, C4H10S in total. The level of theory is wB97M-V/def2-TZVPD.

Its HOMO energy is -9.029 eV. The charge is 0. The SMILES is C=C.CCS. Its spin multiplicity is 1. The value obtained for the gap between HOMO and LUMO is 10.08 eV.

Last column: natural (NBO) charge in e.
CARTESIAN COORDINATES (ANGSTROEM)
C (-2.5526, -1.2967, 0.8012)  -0.39
C (-2.6459, -1.8889, 1.9781)  -0.39
H (-2.1220, -1.7750, -0.0668)  0.20
H (-2.9272, -0.2897, 0.6529)  0.19
H (-2.2992, -2.8943, 2.1542)  0.20
H (-3.0808, -1.3471, 2.8126)  0.19
C (2.5043, 1.6145, -0.6338)  -0.62
C (1.4724, 0.9317, -1.5033)  -0.51
S (0.7318, -0.5903, -0.8397)  -0.05
H (2.0438, 2.1865, 0.1717)  0.21
H (3.1760, 0.8642, -0.2065)  0.22
H (3.1251, 2.2648, -1.2416)  0.21
H (1.8599, 0.6267, -2.4748)  0.22
H (0.6472, 1.5990, -1.7700)  0.21
H (0.0673, -0.0053, 0.1659)  0.12